1.
The following is a DFT calculation (the ωB97M-V functional and the def2-TZVPD basis) of 2 unconnected molecules or ions with the total composition C4H9P.

Element x y z (Å)
C: -0.19053 -0.34166 0.83832
C: 0.62390 -0.36263 -0.46039
C: -0.74166 0.94930 1.40989
C: 0.42985 -1.04530 -1.84952
P: 1.69192 -0.76168 0.96004
H: -0.90123 -1.24170 0.90401
H: 0.85343 1.51438 -0.94100
H: -1.68809 1.15629 0.82736
H: -0.07945 1.86796 1.36312
H: -0.88437 1.10067 2.55466
H: -0.56241 -1.50091 -1.94120
H: 0.90526 -2.06861 -1.98463
H: 0.61508 -0.38573 -2.76050
H: 1.88981 0.63054 1.17226

Cartesian forces, eV/Å:
0.412 -1.405 -1.333
-0.586 -2.961 0.488
-0.368 2.075 1.094
-0.315 -0.792 0.467
-1.080 0.680 -0.651
0.994 1.355 0.158
0.258 1.557 -0.394
0.829 0.130 1.009
-0.351 -1.165 -1.070
-0.375 -1.462 -1.733
-0.652 1.058 0.057
0.833 1.577 0.351
-0.052 -0.712 1.310
0.452 0.064 0.245

The value obtained for the LUMO energy (alpha / beta) is 1.101 / -1.771 eV. The spin multiplicity is 3. As for the energy relative to the best compared isomer or geometry (same formula, charge and spin): 399.9 kJ/mol. The highest occupied orbital energy (alpha / beta) comes out at -6.93 / -9.45 eV. As for the largest force on an atom: 3.057 eV/A. The expectation value of S² is 2.005. As for the charge: 0.



2.
The following is a DFT calculation (the ωB97M-V functional and the def2-TZVPD basis) of a molecular structure, C28H38N6S2W.

Element x y z (Å)
W: 0.80846 0.48752 0.24148
C: 3.32750 0.48590 2.53995
C: 2.98886 1.45247 3.48003
C: 1.69253 1.51138 3.98980
C: 0.72331 0.61279 3.55691
C: 1.06370 -0.40020 2.65797
C: 2.37310 -0.46293 2.14464
H: 4.35102 0.41302 2.18586
H: 3.74871 2.13722 3.84421
H: 1.44367 2.24629 4.74970
H: -0.27537 0.64343 3.97685
H: 0.39242 -1.24211 2.54464
H: 2.70329 -1.37038 1.64906
C: -0.06992 5.00643 0.47513
N: -0.05380 3.54486 0.76620
C: 1.29155 3.09178 1.07452
C: -1.12853 2.77813 0.59533
N: -0.95642 1.38093 0.59020
C: -2.08809 0.46955 0.47329
C: -3.40329 0.74110 0.81623
C: -4.41736 -0.09742 0.37811
C: -4.12338 -1.17800 -0.43807
C: -2.79979 -1.52662 -0.65441
C: -1.78756 -0.76992 -0.09366
N: -0.38129 -1.13175 -0.06178
C: 0.04562 -2.42869 -0.07660
N: 1.37431 -2.64181 -0.41939
C: 3.86734 -1.71227 -1.13027
C: 2.17781 -3.76273 0.16197
N: -0.69738 -3.46141 0.21831
C: -1.80897 -3.39572 1.20459
C: -0.52527 -4.79890 -0.42169
N: -2.30710 3.34477 0.36906
C: -3.05531 3.07357 -0.88300
C: -2.87192 4.40709 1.23986
H: 0.92895 5.29620 0.15395
H: -0.33291 5.58722 1.35275
H: -0.76482 5.21135 -0.33135
H: 1.66153 3.52284 1.99805
H: 1.95615 3.36863 0.26230
H: 1.41223 2.01520 1.26237
H: -3.65120 1.61894 1.39849
H: -5.44478 0.12917 0.63455
H: -4.91821 -1.77692 -0.86798
H: -2.56268 -2.42012 -1.22214
H: 4.30438 -0.93299 -1.75854
H: 3.94425 -2.68692 -1.61036
H: 4.31966 -1.69777 -0.14025
H: 1.63100 -4.16116 1.00990
H: 3.12968 -3.40349 0.54084
H: 2.35311 -4.55150 -0.56299
H: -1.84064 -2.43418 1.70297
H: -1.62489 -4.17708 1.93857
H: -2.76332 -3.58568 0.72196
H: 0.13393 -4.73595 -1.28308
H: -1.50837 -5.11664 -0.76598
H: -0.15966 -5.53860 0.29017
H: -2.63980 2.22498 -1.41714
H: -2.98736 3.95224 -1.52302
H: -4.10244 2.88509 -0.66285
H: -2.30199 4.49817 2.15794
H: -3.88603 4.11344 1.50260
H: -2.91988 5.36888 0.73470
S: 0.70006 1.38085 -1.90603
C: 1.13573 0.12417 -3.07670
C: 0.88599 0.35394 -4.41706
C: 1.15873 -0.64238 -5.34992
C: 1.67672 -1.88001 -4.96126
C: 1.95384 -2.12113 -3.63021
C: 1.67096 -1.10947 -2.71333
S: 2.13525 -1.25822 -1.04771
H: 0.48326 1.30883 -4.73573
H: 0.96562 -0.45005 -6.39854
H: 1.87304 -2.64874 -5.69741
H: 2.37246 -3.07853 -3.32756

Cartesian forces, eV/Å:
-0.815 0.362 -0.873
0.114 0.073 -0.040
0.058 0.049 0.046
0.038 0.094 0.036
-0.082 0.033 0.074
0.090 -0.131 0.345
-0.001 -0.076 -0.171
-0.082 0.025 0.011
-0.068 -0.052 -0.033
0.030 -0.071 -0.055
0.031 0.005 -0.002
-0.103 0.026 -0.155
-0.007 0.027 0.002
-0.020 -0.204 -0.069
0.240 0.166 0.192
-0.403 0.303 -0.422
0.226 -0.379 -0.230
0.407 -0.376 -0.067
0.233 0.517 0.279
-0.042 0.230 0.154
-0.145 -0.005 -0.005
-0.126 -0.032 -0.033
0.108 -0.327 -0.135
0.342 -0.014 -0.419
0.080 0.336 0.163
-0.185 0.255 -0.024
0.335 -0.041 0.010
0.095 0.172 0.200
-0.162 0.052 -0.004
-0.343 -0.543 0.127
0.212 -0.263 -0.051
-0.025 0.145 0.190
-0.593 0.305 -0.091
-0.021 0.021 0.289
0.164 -0.073 -0.298
-0.033 -0.029 0.003
-0.047 0.002 0.126
-0.085 -0.029 -0.030
0.052 0.056 0.189
0.140 0.012 -0.137
0.165 -0.171 0.745
0.009 -0.067 -0.083
0.037 -0.015 0.000
0.062 0.052 0.035
-0.041 0.099 0.006
0.007 -0.024 0.002
0.059 0.031 -0.021
-0.010 -0.028 -0.032
-0.079 -0.028 0.028
-0.016 0.055 -0.013
-0.020 -0.009 -0.075
0.054 0.006 0.021
0.060 -0.082 0.030
0.021 -0.052 0.001
-0.006 0.074 0.045
-0.037 0.040 0.018
0.004 0.074 0.024
0.076 -0.070 0.021
0.034 0.087 0.017
-0.045 -0.020 0.025
0.121 -0.033 0.043
-0.080 -0.072 -0.020
0.038 0.038 -0.068
0.266 -0.215 0.676
0.008 0.101 0.075
-0.041 0.078 -0.269
0.017 -0.037 -0.008
-0.030 0.046 -0.108
0.023 -0.069 -0.065
0.151 -0.137 0.165
-0.348 -0.375 -0.273
0.012 -0.066 -0.025
-0.001 -0.011 0.026
-0.011 0.042 -0.020
-0.066 0.139 -0.012

The value obtained for the LUMO energy (alpha / beta) is -13.614 / -13.667 eV. The highest occupied orbital energy (alpha / beta) comes out at -19.37 / -19.37 eV. As for the largest force on an atom: 1.248 eV/A. As for the charge: +4.



3.
The following is a DFT calculation (the ωB97M-V functional and the def2-TZVPD basis) of a molecular structure, C12H17NO6Rb.

Element x y z (Å)
Rb: 1.02921 -1.47626 3.19931
C: 3.07924 2.49789 -0.93362
C: 4.12727 2.65122 0.09313
C: 5.53877 3.29036 -0.46184
O: 6.52802 3.18126 0.33939
C: 5.52127 3.93380 -1.75224
C: 4.47645 3.66350 -2.65976
C: 3.25744 2.96090 -2.21342
O: 2.18785 2.92114 -2.98015
O: 4.64104 4.31315 -3.77276
O: 4.03222 2.28361 1.24907
H: 2.09126 2.26333 -0.56578
H: 6.35452 4.56757 -2.01761
C: 0.51130 -3.82628 -0.93583
O: -0.43104 -2.81387 -0.53380
C: -1.39564 -2.61606 -1.56166
C: -2.58752 -1.79735 -1.00326
N: -2.70425 -1.82438 0.50865
C: -3.86975 -1.02548 1.05707
C: -3.66097 -1.02580 2.53965
O: -2.50958 -0.25459 3.01893
C: -2.60472 1.13578 2.78253
H: 1.01622 -3.51412 -1.85001
H: 0.04703 -4.78132 -1.18165
H: 1.12135 -4.07571 -0.06765
H: -1.69059 -3.61439 -1.88489
H: -0.97603 -2.12765 -2.44113
H: -3.47991 -1.81945 -1.62876
H: -2.35502 -0.74131 -1.14051
H: -2.63313 -2.76942 0.85787
H: -4.69732 -1.72017 0.91338
H: -4.14217 -0.04669 0.66226
H: -3.53142 -2.02827 2.94756
H: -4.54605 -0.59133 3.00437
H: -1.97452 1.68620 3.48109
H: -3.51796 1.63169 3.11143
H: -2.25284 1.50852 1.82059

Cartesian forces, eV/Å:
-0.108 0.406 -0.461
2.397 0.189 2.954
0.112 0.045 -3.263
0.810 -0.271 1.468
-1.746 0.482 -1.587
-0.513 -1.939 2.657
3.044 4.060 -2.190
-5.093 -0.309 -2.483
2.759 0.172 0.792
-1.747 -2.185 1.143
-0.120 -0.200 1.268
-0.206 -0.219 -0.219
0.043 -0.169 -0.282
-0.768 0.329 0.198
0.478 -0.703 -0.343
-0.727 -0.282 0.793
1.242 1.806 1.287
-0.166 1.306 -2.246
1.082 -3.281 0.175
0.469 1.612 1.051
-0.708 -0.364 -0.460
0.608 1.101 0.888
0.610 0.117 0.322
-0.648 -0.071 -0.084
0.472 0.541 -0.279
-0.447 -0.171 -0.106
0.150 0.262 0.033
-0.491 -1.153 0.248
0.498 0.180 -0.250
-0.590 0.020 0.223
-0.905 0.535 -0.060
0.813 -0.143 -0.435
0.135 0.000 -0.176
-0.200 0.016 0.236
0.803 -0.585 0.229
-0.921 -0.633 -0.631
-0.421 -0.502 -0.410

The value obtained for the LUMO energy is 0.027 eV. As for the energy relative to the best compared isomer or geometry (same formula, charge and spin): 462.1 kJ/mol. The highest occupied orbital energy comes out at -1.64 eV. As for the largest force on an atom: 5.675 eV/A. As for the charge: -1.



4.
The following is a DFT calculation (the ωB97M-V functional and the def2-TZVPD basis) of a gas-phase ion, C4H8N3 (charge +1).

Element x y z (Å)
C: -0.40116 -0.63845 -0.67640
C: 0.19174 0.51029 -1.50491
C: 0.03458 -0.71724 0.74991
C: 0.63153 1.70589 -0.78879
N: 0.23283 0.36386 1.40255
N: -0.06912 -1.91745 1.35825
N: 0.24693 1.65241 0.60215
H: -1.42423 -0.43076 -0.65643
H: -0.27964 -1.56633 -1.18382
H: 0.91565 0.17599 -2.40404
H: -0.54267 1.11680 -2.00651
H: 0.11964 -1.98193 2.36831
H: -0.41774 -2.68561 0.87361
H: 1.15745 1.96367 0.91573
H: -0.39578 2.44887 0.95037

Cartesian forces, eV/Å:
1.014 0.302 -0.873
3.237 -1.233 -0.056
-1.493 -0.106 -0.856
-0.674 -0.128 -1.577
-0.066 1.063 1.327
1.355 2.241 1.601
0.472 -0.627 0.836
-1.913 -0.037 0.266
0.175 -0.752 -0.355
-1.555 1.003 2.087
-1.153 0.546 -0.834
-0.263 -0.042 -0.922
-0.409 -1.338 -0.798
0.540 0.809 0.793
0.732 -1.701 -0.638

The value obtained for the LUMO energy is -5.239 eV. As for the energy relative to the best compared isomer or geometry (same formula, charge and spin): 622.1 kJ/mol. The highest occupied orbital energy comes out at -14.07 eV. As for the largest force on an atom: 3.465 eV/A. As for the charge: +1.



> What is the charge in the second record?

+4